(1)
The following is a quantum chemistry calculation of a cluster of 4 separate species, C5H8O in total at a distorted geometry, from the Open Molecules 2025 dataset.

```
14
C5H8O | the Open Molecules 2025 dataset | wB97M-V/def2-TZVPD
C 1.90983 0.22829 -2.15978
C 0.06171 0.70147 -0.79384
C -0.61363 0.15965 0.40199
C -1.23824 -0.34835 1.33757
C -1.83228 -0.83217 2.54023
H 2.84056 -0.29714 -2.16762
H 2.16430 1.32565 -2.39663
H 1.16106 -0.19651 -2.91481
H -0.58794 0.49745 -1.75523
H 0.04298 1.79828 -0.77675
H -3.62915 -0.15024 2.49663
H -1.61083 -2.89856 2.43726
H -0.59688 -0.02557 3.83630
O 1.31144 0.06166 -0.83952
```

Summary:
Strongest force on any atom, eV/A: 3.902
Total energy, Eh: -270.0474
Frontier orbital gap, eV: 6.87
Relative energy (zero: lowest compared OMol25 entry of this formula, charge and spin), kJ/mol: 1340.22
Multiplicity: 1
Total charge: 0

Atom charges from the natural (NBO) analysis, given in e for atoms 1 to 4: atom 1 (C): -0.260, atom 2 (C): -0.133, atom 3 (C): 0.065, atom 4 (C): -0.225

***

(2)
The following is a quantum chemistry calculation of an isolated molecule of C4H5NO, from the Open Molecules 2025 dataset.

```
11
C4H5NO | the Open Molecules 2025 dataset | wB97M-V/def2-TZVPD
O -1.11620 -1.67283 -0.05565
C -0.58880 -0.39182 -0.13213
C 0.30043 0.21417 -1.18480
C 1.12044 1.19654 -0.68805
C 0.95130 0.98816 0.72649
N 0.04035 0.08095 1.07277
H -0.64404 -2.25476 -0.66072
H -0.02643 0.06884 -2.21460
H -1.38333 0.33478 -0.38394
H 1.45998 1.53795 1.51989
H -0.23110 -0.21827 2.00012
```

Summary:
Strongest force on any atom, eV/A: 0.820
Total energy, Eh: -285.2745
Frontier orbital gap, eV: 7.46
Relative energy (zero: lowest compared OMol25 entry of this formula, charge and spin), kJ/mol: 367.87
SMILES: O[C@@H]1C=C=CN1
Multiplicity: 1
Total charge: 0

Atom charges from the natural (NBO) analysis, given in e for atoms 1 to 4: atom 1 (O): -0.690, atom 2 (C): 0.159, atom 3 (C): -0.230, atom 4 (C): -0.383

***

(3)
The following is a quantum chemistry calculation of a cluster of 5 separate species, C10H30O10 in total at a distorted geometry, from the Open Molecules 2025 dataset.

```
50
C10H30O10 | the Open Molecules 2025 dataset | wB97M-V/def2-TZVPD
C -2.57307 0.38689 0.10148
C -2.44217 0.20465 1.64439
O -3.24330 1.24079 2.32427
O -2.25698 1.75844 -0.31738
H -3.50718 0.17108 -0.41716
H -1.73302 -0.17469 -0.30723
H -1.39254 0.20565 1.93834
H -2.79548 -0.75075 2.03228
H -3.16110 1.29474 3.27924
H -2.67294 2.39751 0.26584
C 2.11423 -3.70112 -2.89374
C 3.52810 -3.20227 -3.14597
O 4.41084 -4.26023 -3.61541
O 2.17492 -4.78809 -1.90699
H 1.83342 -4.33944 -3.73148
H 1.29348 -3.00943 -2.70395
H 3.90824 -2.91659 -2.16516
H 3.59202 -2.25916 -3.68873
H 4.43374 -4.99808 -3.00170
H 1.32014 -4.84805 -1.47414
C 4.95909 1.43051 0.58468
C 3.39247 1.39099 0.53704
O 2.84320 1.99457 -0.59942
O 5.48951 1.04518 -0.70020
H 5.32247 0.83462 1.42193
H 5.28085 2.41399 0.92724
H 3.11453 1.92485 1.44580
H 3.03177 0.36896 0.42096
H 1.88663 2.07391 -0.61570
H 4.72452 1.14632 -1.27130
C -4.02678 -1.52670 8.04013
C -5.00917 -0.42664 7.63226
O -4.21399 0.68146 7.18406
O -3.97075 -1.70809 9.46376
H -3.04277 -1.37966 7.59495
H -4.28153 -2.49123 7.60092
H -5.63239 -0.26957 8.51262
H -5.68504 -0.67064 6.81267
H -4.00549 1.27760 7.90708
H -4.85762 -1.60222 9.81570
C 0.36117 2.70733 -5.80570
C 0.64719 2.63385 -7.30346
O -0.21494 1.81083 -8.13029
O -0.96193 2.89209 -5.48552
H 0.91294 3.45367 -5.23420
H 0.64114 1.74901 -5.36828
H 1.65035 2.39304 -7.65530
H 0.56715 3.64169 -7.71084
H -0.56466 1.04094 -7.67578
H -1.18931 2.75751 -4.56260
```

Summary:
Strongest force on any atom, eV/A: 2.794
Total energy, Eh: -1151.2170
Frontier orbital gap, eV: 10.05
Relative energy (zero: lowest compared OMol25 entry of this formula, charge and spin), kJ/mol: 298.84
SMILES: OCCO.OCCO.OCCO.OCCO.OCCO
Multiplicity: 1
Total charge: 0

Atom charges from the natural (NBO) analysis, given in e for atoms 1 to 4: atom 1 (C): -0.086, atom 2 (C): -0.089, atom 3 (O): -0.762, atom 4 (O): -0.745

***

(4)
The following is a quantum chemistry calculation of a structure of composition Cd2H26O17P at a distorted geometry, from the Open Molecules 2025 dataset.

```
46
Cd2H26O17P | the Open Molecules 2025 dataset | wB97M-V/def2-TZVPD
Cd 1.33469 1.35441 1.02718
Cd -1.99179 -2.12510 -1.10296
P -0.21201 -0.35082 -0.22110
O -0.32617 0.20754 1.22786
O -1.58389 -0.17036 -1.01481
O -0.19895 -1.87693 -0.25079
O 1.00957 0.46254 -0.67842
O 3.17653 -0.64188 -1.74858
H 3.40770 -0.16831 -2.55631
H 2.30083 -0.28414 -1.47037
O -1.75105 -1.48225 2.87301
H -1.96339 -0.85004 3.57009
H -1.04126 -1.05416 2.33384
O 1.08129 2.40890 -2.64433
H 1.00419 1.64104 -2.04472
H 1.65070 3.03269 -2.18517
O 0.47635 -3.34736 1.95585
H 0.14507 -2.75452 1.24859
H 1.22585 -2.88912 2.34212
O 3.05153 2.37329 0.36246
H 3.39857 2.45070 -0.54065
H 3.55986 3.01661 0.88235
O -1.91008 1.82873 2.79743
H -1.37312 1.10885 2.39692
H -1.29448 2.37800 3.29709
O 2.61976 -0.19006 1.98949
H 3.33319 -0.58938 1.46329
H 2.55353 -0.73774 2.78449
O -2.93094 -2.55392 0.69609
H -2.36118 -2.12314 1.38873
H -3.65284 -2.95801 1.19295
O 0.25544 3.02377 0.39287
H -0.68224 3.18743 0.17786
H 0.74509 3.67501 -0.12779
O -3.69230 0.85907 0.54531
H -2.92287 0.63592 -0.01210
H -3.34756 1.33320 1.30855
O -1.40026 -1.53798 -3.26971
H -0.80968 -0.81035 -3.03383
H -1.72548 -1.31125 -4.15219
O 1.69092 -3.52923 -1.45522
H 1.08746 -2.98256 -0.92377
H 2.57640 -3.24496 -1.20589
O -1.80979 1.99391 -2.74340
H -0.91755 2.36543 -2.74537
H -1.78567 1.22651 -2.12693
```

Summary:
Strongest force on any atom, eV/A: 5.340
Total energy, Eh: -1971.3936
Frontier orbital gap, eV: 8.75
Relative energy (zero: lowest compared OMol25 entry of this formula, charge and spin), kJ/mol: 0.00
Multiplicity: 1
Total charge: +1

Atom charges from the natural (NBO) analysis, given in e for atoms 1 to 4: atom 1 (Cd): 1.792, atom 2 (Cd): 1.824, atom 3 (P): 2.563, atom 4 (O): -1.316

***

(5)
The following is a quantum chemistry calculation of a cluster of 2 separate species, C3H11N2 in total at a distorted geometry, from the Open Molecules 2025 dataset.

```
16
C3H11N2 | the Open Molecules 2025 dataset | wB97M-V/def2-TZVPD
C 1.09133 -1.75165 0.86476
N 0.01083 -0.81334 1.36211
H 0.92276 -1.89541 -0.21535
H 1.03922 -2.65200 1.46792
H 2.03502 -1.20176 0.89033
H -0.90753 -1.27201 1.35025
H 0.33387 -0.50667 2.30744
H -0.15284 0.04789 0.74054
C -0.57898 0.56507 -2.10969
C -0.31438 1.59973 -1.28219
N -0.68186 1.62323 0.10482
H -0.76092 -0.44509 -1.77599
H -0.73155 0.70850 -3.16161
H 0.29094 2.43925 -1.60486
H 0.08111 1.85564 0.72399
H -1.67700 1.69863 0.33752
```

Summary:
Strongest force on any atom, eV/A: 2.293
Total energy, Eh: -230.1941
Frontier orbital gap (spin up / spin down), eV: 2.19 / 6.53
Relative energy (zero: lowest compared OMol25 entry of this formula, charge and spin), kJ/mol: 364.80
Expectation value of S²: 0.7539
Multiplicity: 2
Total charge: 0

Atom charges from the natural (NBO) analysis, given in e for atoms 1 to 4: atom 1 (C): -0.470, atom 2 (N): -0.725, atom 3 (H): 0.220, atom 4 (H): 0.210

***

(6)
The following is a quantum chemistry calculation of a cluster of 3 separate species, C6H18NO2 in total at a distorted geometry, from the Open Molecules 2025 dataset.

```
27
C6H18NO2 | the Open Molecules 2025 dataset | wB97M-V/def2-TZVPD
C 0.17970 -1.18253 1.16952
C -1.22677 -0.83640 0.75790
C -1.44706 0.65854 0.81438
C -0.39750 1.51148 0.24976
C 0.68429 1.83432 0.98234
C 1.69972 2.65584 0.26068
N -1.68281 -1.33541 -0.57757
H 0.40495 -1.18049 2.27641
H 0.32569 -2.23984 1.14992
H 0.99492 -0.55259 0.62527
H -1.92319 -1.24961 1.62555
H -1.65567 1.01608 1.83697
H -2.47180 0.98018 0.42477
H -0.48859 1.84008 -0.78958
H 0.60834 1.89638 2.09975
H 2.46863 3.07761 0.90817
H 1.00705 3.43929 -0.06489
H 2.21183 2.02653 -0.49079
H -2.10369 -2.22848 -0.31933
H -0.84153 -1.54504 -1.07962
H -2.31365 -0.76540 -1.22577
H 3.31857 -2.35908 -0.87573
H 3.35814 -1.52806 0.33036
O 2.71305 -1.75959 -0.32940
H -0.49647 -0.82187 -2.89841
H -1.57104 -0.54481 -3.91520
O -1.35510 -0.80715 -2.94548
```

Summary:
Strongest force on any atom, eV/A: 8.986
Total energy, Eh: -444.3050
Frontier orbital gap, eV: 9.20
Relative energy (zero: lowest compared OMol25 entry of this formula, charge and spin), kJ/mol: 242.69
Multiplicity: 1
Total charge: +1

Atom charges from the natural (NBO) analysis, given in e for atoms 1 to 4: atom 1 (C): -0.690, atom 2 (C): -0.071, atom 3 (C): -0.477, atom 4 (C): -0.250

***

- Which value of relative energy (zero: lowest compared OMol25 entry of this formula, charge and spin) does entry 1 give?
  1340.22 kJ/mol